(1)
Density functional theory data (the ωB97M-V functional and the def2-TZVPD basis) for a structure of composition C6H11N.

Output
HOMO-LUMO gap	10.125	eV
energy	-7886.0953	eV
LUMO level	1.102	eV
energy relative to the best compared isomer or geometry (same formula, charge and spin)	4.4361	eV

ORCA input file:
```
! RIJCOSX wB97M-V def2-TZVPD def2/J DEFGRID3
* xyz 0 1
C -0.93661 -1.47789 0.89525
C -1.13727 -1.03058 -0.73891
C 0.00746 -0.03371 -0.92656
C 0.56388 1.29487 -1.27459
C 0.11972 0.51729 0.54677
C 0.29333 -0.72797 1.49161
H -2.01356 -1.51695 1.32138
H -0.64822 -2.51269 0.60085
H -1.14186 -2.03267 -1.30152
H -2.14030 -0.45125 -0.64621
H 0.75615 -0.75355 -1.06495
H -0.03500 2.27880 -1.72255
H 1.42446 1.33852 -1.97555
H 1.96839 1.26465 0.05634
H -0.85036 1.06021 0.63860
H 0.27874 -0.47672 2.60035
H 1.19135 -1.14721 1.06948
N 1.10674 1.67097 0.06605
*
```

(2)
Density functional theory data (the ωB97M-V functional and the def2-TZVPD basis) for a structure of composition C40H66Ge2N4O5PS4SiTi.

Output
HOMO-LUMO gap (alpha / beta)	3.666 / 5.557	eV
energy	-255406.1995	eV
LUMO level (alpha / beta)	1.620 / 1.618	eV
energy relative to the best compared isomer or geometry (same formula, charge and spin)	0.6045	eV

ORCA input file:
```
! RIJCOSX wB97M-V def2-TZVPD def2/J DEFGRID3
* xyz -1 3
Ti -1.97049 -0.08396 -1.43658
C -2.97774 4.33538 0.67752
C -3.08637 3.00204 -0.07668
Ge -2.25216 1.36158 0.76154
C -3.78872 0.73849 1.94457
C -4.64654 1.83841 2.58379
C -1.27372 2.28354 2.24038
C -0.02285 2.28297 2.71390
Ge 1.32165 1.24872 1.74259
C 3.08650 0.96085 2.55047
C 4.01671 2.15817 2.79642
C 1.64697 2.12903 0.03301
C 1.72899 3.65895 0.12639
C 0.32348 3.12376 3.90688
C 1.40082 4.00938 3.88822
C 1.70025 4.80674 4.98689
C 0.92797 4.72838 6.13937
C -0.15038 3.85418 6.17370
C -0.44810 3.06347 5.07076
H -3.35719 5.16721 0.07228
H -1.94162 4.57384 0.93429
H -3.54381 4.33584 1.61392
H -2.64198 3.10848 -1.06526
H -4.13218 2.74368 -0.26103
H -3.38429 0.09140 2.74226
H -4.43285 0.10416 1.32453
H -4.06284 2.48813 3.24311
H -5.46688 1.42734 3.18475
H -5.09592 2.47322 1.81583
H -1.95517 2.95384 2.77669
H 3.55237 0.30908 1.80515
H 2.99731 0.36567 3.46376
H 4.07825 2.80916 1.91949
H 5.03343 1.82160 3.02035
H 3.68658 2.76792 3.63718
H 0.81252 1.85115 -0.61704
H 2.56051 1.71300 -0.41651
H 0.85123 4.06476 0.63781
H 1.75916 4.10875 -0.87089
H 2.61621 4.00032 0.66864
H 1.99104 4.09809 2.98213
H 2.53720 5.49372 4.94062
H 1.16448 5.34173 7.00085
H -0.76220 3.78391 7.06566
H -1.28922 2.37917 5.10129
S -4.48205 -0.46018 -1.40462
S -4.43474 -1.37349 -3.29404
S -2.47744 -1.28246 -4.01781
S -1.58750 -3.15793 -4.07670
C 3.66875 -1.47280 -3.25625
N 3.30768 -1.76433 -1.80204
C 3.40635 -3.26698 -1.58189
N 2.56799 -3.97108 -2.48841
C 2.90023 -3.61969 -3.87371
N 2.81770 -2.18659 -4.13662
C 1.41837 -1.69139 -4.12444
P 0.46945 -2.04873 -2.55536
C 1.90184 -1.27905 -1.50839
C 1.11794 -3.77653 -2.22047
H 4.70645 -1.78781 -3.37863
H 3.57753 -0.39681 -3.39407
H 3.97274 -1.28841 -1.19396
H 3.11407 -3.44915 -0.54823
H 4.45334 -3.53547 -1.73077
H 2.20433 -4.13253 -4.53512
H 3.91661 -3.95956 -4.08763
H 0.88368 -2.11918 -4.96704
H 1.43274 -0.60397 -4.24799
H 1.72418 -1.46261 -0.44625
H 1.87800 -0.20278 -1.67537
H 0.56462 -4.48739 -2.83145
H 0.92108 -4.01929 -1.17159
O -2.10321 1.31914 -2.80131
C -0.78278 1.44671 -2.79755
O -0.21536 0.72576 -1.82324
C -0.02169 2.18081 -3.69624
C -0.62366 2.84407 -4.81325
C 0.13023 3.57755 -5.71121
C 1.49977 3.65342 -5.49771
O 2.46418 4.29850 -6.26864
C 3.64066 4.25439 -5.47455
O 3.46004 3.25512 -4.46615
C 2.09803 3.02228 -4.43071
C 1.41058 2.28159 -3.51231
H -1.69328 2.75016 -4.94438
H -0.33049 4.06636 -6.56140
H 3.80624 5.22403 -4.99519
H 4.48847 3.98200 -6.09974
H 1.89820 1.82217 -2.66102
C 2.97613 -2.41270 1.48667
Si 1.21723 -2.09967 2.07542
C 0.21909 -3.55553 1.45734
C 1.15179 -2.09367 3.93728
C 0.47787 -0.52611 1.46403
H 3.68241 -2.39030 2.32233
H 3.31525 -1.66363 0.76242
H 3.04464 -3.39734 1.01298
H 0.44225 -4.46445 2.02826
H 0.44089 -3.75978 0.40209
H -0.85619 -3.35462 1.53436
H 1.76003 -2.89201 4.37690
H 0.11848 -2.22502 4.27974
H 1.50495 -1.13759 4.33442
H -0.47270 -0.42194 2.00998
H 0.17879 -0.61137 0.41407
O -1.95310 -1.83304 -0.63180
C -2.75822 -2.62433 -0.08818
C -3.31976 -3.77016 -0.84886
C -3.23033 -5.13427 -0.14924
C -4.27682 -5.36922 0.93918
C -4.10687 -4.47459 2.16195
C -4.22539 -2.98995 1.84999
N -3.03565 -2.43278 1.19255
H -2.79615 -3.78055 -1.80455
H -4.35900 -3.50444 -1.07288
H -2.22516 -5.27469 0.26689
H -3.35603 -5.89037 -0.92557
H -4.24433 -6.41545 1.25352
H -5.27176 -5.20134 0.50918
H -3.12930 -4.65597 2.62196
H -4.86560 -4.72695 2.90613
H -4.34261 -2.42628 2.77177
H -5.10197 -2.78378 1.23119
H -2.78316 -1.48926 1.47900
*
```

(3)
Density functional theory data (the ωB97M-V functional and the def2-TZVPD basis) for an isolated molecule of C2H4Br2.

Output
SMILES	BrCCBr
HOMO-LUMO gap	11.116	eV
energy	-142223.9738	eV
LUMO level	0.669	eV
energy relative to the best compared isomer or geometry (same formula, charge and spin)	0.0000	eV

ORCA input file:
```
! RIJCOSX wB97M-V def2-TZVPD def2/J DEFGRID3
* xyz 0 1
Br -6.86369 -13.31914 17.98961
C -4.95849 -12.99008 17.77690
C -4.76307 -11.73469 16.96042
Br -2.86394 -11.54737 16.53945
H -4.56187 -13.86238 17.26948
H -4.52861 -12.90278 18.76819
H -5.04139 -10.83966 17.50422
H -5.28332 -11.78830 16.01134
*
```

(4)
Density functional theory data (the ωB97M-V functional and the def2-TZVPD basis) for the ion C4H7N2O with charge +1.

Output
SMILES	C=CN(C=[NH2+])C=O
HOMO-LUMO gap	10.926	eV
energy	-9279.9149	eV
LUMO level	-4.213	eV
energy relative to the best compared isomer or geometry (same formula, charge and spin)	2.8751	eV

ORCA input file:
```
! RIJCOSX wB97M-V def2-TZVPD def2/J DEFGRID3
* xyz 1 1
C 0.18442 1.30782 -2.15819
C 0.37704 1.31924 -0.90963
N -0.07376 -0.08768 0.15197
C 0.48091 -0.20464 1.34069
N 0.45724 -1.26647 2.01845
C -1.29553 -0.84121 -0.16149
O -1.62231 -1.67310 0.59388
H 0.46050 2.21532 -2.60055
H 0.02586 0.57617 -2.92261
H 0.54874 2.22003 -0.21112
H 1.24683 0.59391 1.60626
H 1.01659 -1.42639 2.80774
H -0.15791 -2.04425 1.63577
H -1.64861 -0.68875 -1.19116
*
```

(5)
Density functional theory data (the ωB97M-V functional and the def2-TZVPD basis) for a structure of composition C17H44DyN6O2Sb.

Output
HOMO-LUMO gap (alpha / beta)	6.852 / 7.918	eV
energy	-61964.0971	eV
LUMO level (alpha / beta)	-11.808 / -10.349	eV
energy relative to the best compared isomer or geometry (same formula, charge and spin)	0.0000	eV

ORCA input file:
```
! RIJCOSX wB97M-V def2-TZVPD def2/J DEFGRID3
* xyz 4 6
Dy 0.21037 -1.31266 -0.87602
N 1.52138 1.24695 -1.88229
C 2.42503 1.51328 -0.70803
C 2.23217 2.83877 -0.00254
C 2.72488 4.05548 -0.75575
C 4.22044 4.26581 -0.60405
N 4.77773 5.35822 -1.40929
C 4.77854 6.67065 -1.20538
N 5.42055 7.45817 -2.07399
N 4.14880 7.22443 -0.16457
C 1.94742 0.29389 0.04127
O 0.86754 0.36388 0.71073
O 2.36242 -0.85251 -0.37545
H 2.03195 1.02000 -2.73016
H 0.92657 2.03657 -2.12348
H 3.48517 1.36290 -0.98481
H 2.78385 2.78663 0.95887
H 1.19612 2.99888 0.22449
H 2.17912 4.92071 -0.43138
H 2.46516 3.88805 -1.83655
H 4.81052 3.40100 -0.94293
H 4.46559 4.40780 0.44575
H 5.12796 5.08611 -2.29260
H 6.04663 7.08177 -2.75550
H 5.46233 8.46030 -1.89400
H 3.52253 6.72238 0.42959
H 4.19332 8.22794 -0.06280
C -5.46860 -1.44594 -0.88731
C -5.13341 -1.83777 0.55804
C -6.29682 -1.64696 1.52834
Sb -3.38450 -0.95995 1.26707
C -3.37523 1.19339 1.67497
C -3.01144 1.97377 0.41810
C -4.75772 1.66859 2.24909
C -2.34229 -2.05802 2.87582
C -2.82037 -3.53280 2.72136
C -0.82870 -1.87791 2.89248
H -6.35225 -2.02239 -1.18453
H -4.71300 -1.63806 -1.66376
H -5.74789 -0.38603 -1.01371
H -4.84079 -2.89260 0.61974
H -6.67143 -0.62586 1.62549
H -6.07798 -1.88820 2.58417
H -7.09909 -2.32375 1.17226
H -2.57089 1.29687 2.43736
H -3.83804 1.91417 -0.29383
H -2.07817 1.72862 -0.11669
H -2.95500 3.03429 0.66915
H -5.59938 1.57428 1.54283
H -4.71947 2.74351 2.45553
H -4.96358 1.16596 3.16687
H -2.79876 -1.61551 3.76453
H -2.45793 -4.02267 1.83796
H -3.92214 -3.58966 2.69959
H -2.50535 -4.09941 3.59923
H -0.33968 -2.37606 2.04961
H -0.41239 -2.36978 3.76556
H -0.42147 -0.88396 2.91279
N 3.48515 -7.12074 -1.47730
C 2.46049 -6.32530 -2.28517
C 2.14481 -5.03284 -1.55893
N 1.28555 -4.07802 -2.23251
H 3.69752 -8.00431 -1.95023
H 3.24185 -7.32185 -0.49273
H 4.37653 -6.61616 -1.44774
H 1.58957 -6.95649 -2.43245
H 2.92201 -6.11227 -3.24436
H 3.09699 -4.59025 -1.32479
H 1.68564 -5.29156 -0.63159
H 0.43893 -4.52855 -2.48462
H 1.74466 -3.74724 -3.06481
*
```

(6)
Density functional theory data (the ωB97M-V functional and the def2-TZVPD basis) for a structure of composition NO3Tl.

Output
HOMO-LUMO gap	4.826	eV
energy	-12296.3110	eV
LUMO level	-17.071	eV
energy relative to the best compared isomer or geometry (same formula, charge and spin)	0.4013	eV

ORCA input file:
```
! RIJCOSX wB97M-V def2-TZVPD def2/J DEFGRID3
* xyz 2 1
Tl 1.59553 -3.79756 0.82980
N -0.43943 0.92617 -0.25634
O -0.75620 1.95764 0.28925
O -0.04266 0.96121 -1.33341
O -0.35724 -0.04746 0.47070
*
```